No. 1
Density functional theory data (ωB97M-V/def2-TZVPD) for a molecular structure, C23H59Br2IN3O22P6S in a non-equilibrium geometry.

Last column: Mulliken charge in e.
Positions of all 117 atoms, in Å:
C  0.022  4.402  -5.054  -1.01
C  -1.010  3.302  -5.117  0.76
O  -2.165  3.574  -5.310  -0.55
O  -0.665  1.968  -5.006  -0.37
C  0.232  1.708  -3.943  -0.30
C  -0.274  0.541  -3.062  -0.68
N  -0.446  1.012  -1.676  0.90
C  -0.009  0.191  -0.665  -0.12
N  -0.766  -0.660  0.097  -0.03
P  -0.743  -0.185  1.808  0.08
S  -1.689  1.457  2.040  -0.21
N  1.264  0.225  -0.368  -0.32
I  2.658  1.424  -1.254  0.30
C  -1.452  1.976  -1.415  -0.66
Br  -0.745  3.672  -0.802  0.01
C  -2.768  1.852  -1.555  0.56
C  -3.403  0.566  -2.015  -1.34
Br  -3.939  3.312  -1.198  -0.09
H  -0.257  5.236  -5.686  0.35
H  1.041  4.081  -5.272  0.32
H  0.020  4.783  -4.027  0.30
H  1.217  1.452  -4.346  0.52
H  0.409  2.567  -3.295  0.29
H  -1.127  0.045  -3.517  0.20
H  0.540  -0.190  -3.063  0.18
H  -1.742  -0.652  -0.192  0.33
H  -1.243  -1.220  2.614  0.20
H  0.600  0.000  2.195  0.11
H  1.618  -0.388  0.353  0.27
H  -4.459  0.775  -2.181  0.46
H  -3.026  0.189  -2.961  0.24
H  -3.401  -0.217  -1.255  0.33
C  5.574  -3.033  -1.091  -0.63
O  4.669  -3.799  -1.911  -0.31
P  3.632  -4.848  -1.134  1.07
O  3.088  -5.573  -2.308  -0.67
O  2.660  -3.647  -0.611  -0.37
C  1.845  -3.000  -1.567  -0.48
O  3.151  -5.774  0.125  -0.33
C  3.588  -7.150  0.108  -0.60
H  6.116  -2.348  -1.739  0.23
H  5.028  -2.456  -0.340  0.29
H  6.292  -3.689  -0.599  0.26
H  1.759  -3.564  -2.496  0.46
H  2.264  -2.011  -1.787  0.05
H  0.849  -2.875  -1.137  0.22
H  4.605  -7.234  -0.267  0.30
H  2.912  -7.740  -0.507  0.27
H  3.558  -7.530  1.126  0.24
C  -5.265  1.049  7.517  -0.81
O  -6.215  1.857  6.793  -0.19
P  -6.001  2.017  5.129  1.04
O  -7.033  3.098  5.010  -0.66
O  -6.585  0.529  4.877  -0.32
C  -7.947  0.267  5.215  -0.65
O  -5.547  2.029  3.525  -0.24
C  -5.046  3.273  3.014  -0.34
H  -5.597  0.987  8.551  0.27
H  -5.215  0.040  7.099  0.34
H  -4.276  1.508  7.494  0.31
H  -8.520  1.184  5.349  0.33
H  -7.987  -0.319  6.134  0.24
H  -8.386  -0.314  4.406  0.23
H  -4.430  3.787  3.751  0.34
H  -5.876  3.913  2.723  0.27
H  -4.436  3.054  2.137  -0.11
C  3.489  1.084  -11.578  -0.69
O  2.538  2.112  -11.229  -0.30
P  2.265  2.390  -9.611  1.13
O  1.091  3.296  -9.713  -0.68
O  3.672  3.151  -9.396  -0.35
C  3.830  4.455  -9.952  -0.66
O  2.245  1.989  -8.010  -0.33
C  1.037  1.382  -7.527  -0.67
H  3.607  1.090  -12.658  0.24
H  4.459  1.279  -11.114  0.33
H  3.123  0.104  -11.271  0.28
H  2.876  4.903  -10.226  0.35
H  4.467  4.398  -10.836  0.23
H  4.317  5.081  -9.207  0.23
H  0.612  0.694  -8.256  0.41
H  0.313  2.154  -7.288  0.33
H  1.278  0.828  -6.620  0.14
C  -6.850  4.892  7.282  -0.58
O  -6.486  5.945  8.210  -0.36
P  -7.532  7.231  8.355  1.17
O  -6.686  8.144  9.169  -0.69
O  -8.612  6.389  9.214  -0.35
C  -8.293  6.052  10.559  -0.65
O  -8.732  8.232  7.840  -0.32
C  -8.319  9.393  7.102  -0.66
H  -6.117  4.103  7.365  0.11
H  -7.836  4.486  7.519  0.33
H  -6.845  5.270  6.263  0.33
H  -7.463  6.642  10.945  0.35
H  -8.036  4.992  10.615  0.22
H  -9.175  6.234  11.170  0.23
H  -7.485  9.173  6.438  0.32
H  -8.035  10.181  7.796  0.27
H  -9.164  9.729  6.505  0.25
C  9.468  -10.147  -1.421  -0.72
O  8.648  -9.232  -0.665  -0.26
P  8.745  -9.308  1.012  1.05
O  7.586  -8.387  1.258  -0.63
O  10.177  -8.548  0.991  -0.35
C  10.224  -7.195  0.556  -0.59
O  9.070  -9.707  2.587  -0.29
C  8.006  -10.328  3.326  -0.64
H  9.348  -9.912  -2.476  0.23
H  10.521  -10.039  -1.150  0.33
H  9.149  -11.175  -1.253  0.29
H  9.238  -6.732  0.547  0.27
H  10.652  -7.150  -0.447  0.23
H  10.870  -6.646  1.239  0.24
H  7.438  -11.022  2.709  0.32
H  7.342  -9.560  3.718  0.25
H  8.449  -10.875  4.155  0.25

Forces on atoms 1 to 6 (eV/Å):
C 0.6 -0.5 0.7
C -1.6 0.8 -0.8
O 0.6 -0.5 0.1
O 0.1 0.7 0.7
C 0.5 -0.5 0.1
C 1.6 0.4 -0.7

Results
Charge: +1
Strongest force on any atom in eV/A: 8.47
DFT total energy in Ha: -10622.9695

***

No. 2
Density functional theory data (ωB97M-V/def2-TZVPD) for 19 unconnected molecules or ions with the total composition C23H59FN2O23P2S2 in a non-equilibrium geometry.

Last column: Mulliken charge in e.
Positions of all 112 atoms, in Å:
C  1.110  -2.642  2.443  -0.68
C  0.195  -2.347  1.182  -0.49
C  -1.242  -1.804  1.606  0.67
F  -1.518  -2.010  2.999  -0.43
C  -1.309  -0.270  1.313  -0.13
C  -0.251  0.548  1.888  1.03
C  -0.283  1.996  1.591  -0.87
O  0.791  2.744  2.131  -0.49
C  1.456  3.306  1.021  -0.47
O  1.643  4.502  1.028  -0.57
C  2.018  2.501  -0.174  1.36
C  3.496  2.555  -0.351  -0.72
C  4.083  1.853  -1.485  -0.92
C  3.296  1.093  -2.482  -0.43
C  1.851  1.012  -2.293  -0.48
C  1.249  1.728  -1.144  0.52
C  -1.355  2.602  0.789  -0.88
C  -2.401  1.715  0.231  1.20
C  -2.408  0.273  0.469  -1.42
N  -3.348  -0.703  -0.061  0.97
C  -2.745  -1.195  -1.353  -0.63
C  -4.683  -0.174  -0.272  -1.04
C  -5.799  -1.153  -0.134  0.25
P  -5.350  -2.936  0.288  0.29
N  -6.777  -3.820  0.743  -0.66
O  -4.887  -3.575  -1.250  -0.59
C  -7.214  -0.798  -0.340  -1.08
C  -7.521  0.584  -0.709  -0.68
C  -6.454  1.601  -0.870  0.46
P  -7.027  3.283  -1.383  0.73
O  -5.833  4.287  -1.954  -0.44
O  -7.907  3.920  -0.137  -0.55
S  -8.277  3.014  -2.870  -0.40
C  -5.048  1.201  -0.642  1.31
S  -3.707  2.406  -0.812  -0.39
H  2.188  -2.530  2.091  -0.32
H  0.962  -1.920  3.285  0.37
H  0.959  -3.705  2.761  0.32
H  0.095  -3.237  0.508  0.44
H  0.690  -1.526  0.594  0.24
H  -1.996  -2.411  1.049  0.00
H  0.565  0.113  2.517  0.07
H  4.090  3.145  0.396  0.48
H  5.191  1.892  -1.660  0.41
H  3.810  0.604  -3.345  0.37
H  1.177  0.440  -2.984  0.33
H  0.143  1.644  -1.055  0.08
H  -1.334  3.703  0.616  0.82
H  -1.686  -0.814  -1.396  0.35
H  -3.313  -0.809  -2.238  0.39
H  -2.702  -2.323  -1.355  0.03
H  -7.420  -3.982  -0.044  0.28
H  -6.427  -4.744  1.029  0.32
H  -5.076  -2.926  -1.954  0.40
H  -7.984  -1.605  -0.234  0.29
H  -8.599  0.836  -0.882  0.29
H  -5.319  3.868  -2.671  0.34
H  -8.366  4.742  -0.414  0.37
O  3.760  -1.058  2.001  -0.61
H  3.417  -1.066  2.906  0.20
H  4.714  -0.977  2.118  0.30
O  -3.531  5.473  0.597  -0.55
H  -3.705  6.421  0.611  0.26
H  -4.225  5.116  0.028  0.30
O  0.014  1.093  5.453  -0.57
H  -0.070  2.045  5.331  0.28
H  -0.819  0.742  5.118  0.27
O  -2.489  2.647  5.753  -0.58
H  -3.141  2.086  6.187  0.30
H  -2.488  3.455  6.278  0.30
O  3.708  -2.550  4.783  -0.53
H  4.246  -3.331  4.955  0.24
H  3.164  -2.461  5.577  0.31
O  3.703  -1.703  -3.483  -0.58
H  3.827  -2.503  -2.952  0.24
H  3.312  -2.027  -4.303  0.33
O  3.180  5.546  -2.344  -0.63
H  2.825  5.565  -1.446  0.30
H  4.136  5.604  -2.218  0.34
O  5.790  5.231  -3.673  -0.63
H  6.556  5.209  -4.256  0.29
H  5.035  5.249  -4.274  0.31
O  3.352  -0.564  6.938  -0.63
H  2.861  -0.213  7.690  0.30
H  3.000  -0.075  6.182  0.32
O  3.045  -4.117  0.087  -0.66
H  2.401  -4.681  0.529  0.28
H  3.039  -3.302  0.608  0.44
O  0.137  4.523  -2.159  -0.63
H  -0.218  4.554  -1.264  0.35
H  1.093  4.579  -2.035  0.28
O  5.972  -4.260  0.219  -0.65
H  5.107  -3.891  -0.009  0.25
H  6.407  -4.378  -0.635  0.33
O  3.089  1.653  3.701  -0.62
H  2.236  2.045  3.468  0.40
H  3.530  1.528  2.851  0.30
O  5.420  -1.875  -6.297  -0.64
H  4.931  -1.486  -5.561  0.33
H  5.096  -1.400  -7.071  0.32
O  -1.752  0.185  -3.972  -0.58
H  -1.924  1.135  -3.958  0.30
H  -2.445  -0.169  -4.542  0.27
O  4.244  -4.897  -2.704  -0.54
H  4.367  -5.692  -2.173  0.28
H  3.855  -5.221  -3.525  0.27
O  8.025  -6.563  0.568  -0.64
H  7.334  -5.890  0.624  0.36
H  7.655  -7.231  -0.019  0.30
O  -2.844  -3.808  -3.580  -0.62
H  -2.336  -4.612  -3.427  0.30
H  -3.381  -3.716  -2.782  0.33

Forces on atoms 1 to 6 (eV/Å):
C 0.7 -0.3 -1.3
C 0.0 0.8 0.9
C 0.4 0.0 -0.6
F 0.4 0.2 -1.2
C -0.4 0.8 0.1
C -2.1 1.6 -1.7

Results
Charge: 0
Strongest force on any atom in eV/A: 3.50
DFT total energy in Ha: -4330.7377

***

no.,highest occupied orbital energy (eV)
1,-10.7
2,-8.5